DFT (ωB97M-V/def2-TZVPD) results for a structure of composition C2H4N2 in a non-equilibrium geometry.

Positions of all 8 atoms, in Å:
N -1.040 -0.327 0.104
N -0.299 0.927 -0.073
C 0.799 0.138 0.081
C 0.198 -1.064 0.070
H 2.415 1.049 -0.126
H -1.937 -0.336 -0.318
H -0.665 1.622 0.569
H 0.529 -2.009 -0.307

Values from the calculation:
Total energy: -5109.46028 eV
LUMO level (alpha / beta): 0.8 / -2.0 eV
Frontier orbital gap (alpha / beta): 6.3 / 7.1 eV
Expectation value of S²: 2.018
ΔE to the lowest compared entry with this formula, charge and spin: 519.1 kJ/mol
Spin multiplicity: 3
Total charge: 0

DFT (ωB97M-V/def2-TZVPD) results for a cluster of 2 separate species, C2H4N2O in total in a non-equilibrium geometry.

Positions of all 9 atoms, in Å:
O 0.965 0.397 -0.120
N -1.590 -2.113 0.026
N 0.850 -0.499 0.901
C -0.520 -1.791 0.256
C -0.145 1.218 -0.377
H -0.666 0.726 -1.186
H 1.515 -1.236 0.631
H -0.772 1.276 0.557
H 0.362 2.021 -0.687

Values from the calculation:
Total energy: -7161.05062 eV
LUMO level: -1.0 eV
Frontier orbital gap: 9.7 eV
ΔE to the lowest compared entry with this formula, charge and spin: 523.8 kJ/mol
Spin multiplicity: 1
Total charge: 0

DFT (ωB97M-V/def2-TZVPD) results for the molecule C2H4N2O in a non-equilibrium geometry.

Positions of all 9 atoms, in Å:
O 1.708 -0.085 -1.406
N -1.307 0.307 0.522
N -0.416 -0.502 -0.401
C -0.758 0.135 1.762
C 0.752 0.234 -0.645
H -0.015 -0.598 2.128
H -1.449 0.650 2.493
H 0.662 0.861 0.375
H -0.762 -1.084 -1.295

Values from the calculation:
Total energy: -7163.07445 eV
LUMO level: -0.1 eV
Frontier orbital gap: 9.9 eV
SMILES: C=NNC=O
ΔE to the lowest compared entry with this formula, charge and spin: 328.5 kJ/mol
Spin multiplicity: 1
Total charge: 0

DFT (ωB97M-V/def2-TZVPD) results for a structure of composition C2H4N2O in a non-equilibrium geometry.

Positions of all 9 atoms, in Å:
O -2.495 0.539 -1.185
N 0.850 0.968 -0.087
N 1.168 -0.135 0.778
C 0.194 -0.969 0.100
C -0.078 0.110 -0.655
H 2.154 -0.451 0.795
H 0.348 1.699 0.337
H -2.436 0.239 -0.260
H 0.294 -2.000 0.177

Values from the calculation:
Total energy: -7158.06109 eV
LUMO level (alpha / beta): -2.2 / -2.2 eV
Frontier orbital gap (alpha / beta): 7.6 / 7.6 eV
ΔE to the lowest compared entry with this formula, charge and spin: 812.3 kJ/mol
Spin multiplicity: 1
Total charge: 0

DFT (ωB97M-V/def2-TZVPD) results for the molecule C2H4N2O in a non-equilibrium geometry.

Positions of all 9 atoms, in Å:
O 1.999 0.866 1.377
N 0.611 -0.452 0.075
N -1.291 0.477 -0.708
C 0.831 0.682 0.971
C -0.592 -0.566 -0.601
H -0.842 -1.523 -1.127
H 1.477 -1.080 -0.160
H -0.006 1.365 1.372
H -2.186 0.231 -1.199

Values from the calculation:
Total energy: -7165.70377 eV
LUMO level: 0.8 eV
Frontier orbital gap: 10.7 eV
SMILES: [H]/N=C/NC=O
ΔE to the lowest compared entry with this formula, charge and spin: 74.9 kJ/mol
Spin multiplicity: 1
Total charge: 0

DFT (ωB97M-V/def2-TZVPD) results for the molecule C2H4N2O in a non-equilibrium geometry.

Positions of all 9 atoms, in Å:
O -0.472 -1.117 1.515
N 1.311 0.184 -1.038
N -1.461 -0.118 -0.253
C 0.942 0.184 0.194
C -0.379 -0.349 0.590
H 1.606 0.515 0.898
H -1.501 0.618 -0.924
H -2.437 -0.410 0.110
H 2.391 0.492 -1.091

Values from the calculation:
Total energy: -7165.83998 eV
LUMO level: 0.6 eV
Frontier orbital gap: 10.7 eV
SMILES: [H]/N=C/C(N)=O
ΔE to the lowest compared entry with this formula, charge and spin: 61.7 kJ/mol
Spin multiplicity: 1
Total charge: 0

DFT (ωB97M-V/def2-TZVPD) results for a cluster of 2 separate species, C2H4N2O in total in a non-equilibrium geometry.

Positions of all 9 atoms, in Å:
O -0.796 -0.284 0.249
N 1.642 0.332 2.920
N 1.475 0.363 1.825
C -0.220 0.571 -0.831
C -1.077 -1.498 -0.025
H -0.565 1.582 -0.469
H -0.499 0.229 -1.786
H -0.900 -1.838 -1.151
H 0.938 0.544 -0.731

Values from the calculation:
Total energy: -7163.43140 eV
LUMO level: 0.8 eV
Frontier orbital gap: 9.0 eV
ΔE to the lowest compared entry with this formula, charge and spin: 294.1 kJ/mol
Spin multiplicity: 1
Total charge: 0

DFT (ωB97M-V/def2-TZVPD) results for a structure of composition C2H4N2O in a non-equilibrium geometry.

Positions of all 9 atoms, in Å:
O 2.214 -0.592 -1.019
N -0.770 1.363 1.188
N 0.131 -0.982 -0.112
C 1.006 -0.449 -1.023
C -1.349 0.510 0.588
H -0.984 -0.704 -0.069
H -1.355 2.099 1.558
H 0.493 0.133 -1.808
H 0.614 -1.378 0.696

Values from the calculation:
Total energy: -7163.73111 eV
LUMO level: 0.4 eV
Frontier orbital gap: 10.1 eV
ΔE to the lowest compared entry with this formula, charge and spin: 265.2 kJ/mol
Spin multiplicity: 1
Total charge: 0

The highest spin multiplicity belongs to which entry?
C2H4N2